Entry 1:
ORCA calculation (ωB97M-V/def2-TZVPD) on an isolated molecule of C7H11BO2 at a distorted geometry.

Computed properties:
ΔE to the lowest compared entry with this formula, charge and spin: 2.257 eV
LUMO (alpha / beta): 0.12 / 0.02 eV
E: -12207.54322 eV

```
! RIJCOSX wB97M-V def2-TZVPD def2/J DEFGRID3
* xyz 0 1
H -3.773 -0.255 1.085
H -3.546 1.465 -0.479
H -0.185 -1.357 1.495
H -0.354 -2.409 0.111
H 3.049 1.397 0.480
C 0.008 -1.423 0.422
O -2.885 -0.573 0.930
O -2.654 1.191 -0.697
H 0.236 -0.190 -2.167
H 2.127 -1.294 0.979
H -0.046 1.376 -1.409
H 0.154 1.850 1.460
H 1.831 -2.009 -0.608
C 1.213 1.834 1.299
C -0.727 -0.342 -0.301
H 2.396 0.151 -1.344
C 1.500 -1.235 0.089
B -2.158 0.109 -0.012
C 1.978 1.222 0.459
C 1.611 0.150 -0.584
C 0.225 0.342 -1.207
*
```


Entry 2:
ORCA calculation (ωB97M-V/def2-TZVPD) on an isolated molecule of C7H11BO5 at a distorted geometry.

Computed properties:
LUMO: 0.20 eV
Structure (SMILES): CB(O)[C@H]1C[C@@H](CC(=O)O)OC1=O
E: -18351.66269 eV

```
! RIJCOSX wB97M-V def2-TZVPD def2/J DEFGRID3
* xyz 0 1
H -2.678 0.958 -1.268
C 0.321 -1.077 -0.594
H -0.898 -1.682 0.998
H 0.756 1.028 -2.476
O 2.077 2.276 -0.640
H 0.082 -2.103 -0.812
C 1.659 -0.923 0.164
H -3.185 1.340 1.354
H 2.158 -1.882 0.108
C -0.686 -0.715 0.544
C 2.705 0.068 -0.428
C -3.085 0.258 1.398
H 0.188 -0.508 -1.501
C 0.155 0.202 1.382
C 2.132 1.251 -1.152
O -0.060 1.237 1.803
H -2.654 -0.014 2.349
B -2.127 -0.141 0.203
O -2.561 0.011 -1.108
O 1.717 1.109 -2.457
H 3.257 0.460 0.405
O 1.377 -0.453 1.487
H -4.059 -0.201 1.272
H 3.410 -0.497 -1.032
*
```


Entry 3:
ORCA calculation (ωB97M-V/def2-TZVPD) on an isolated molecule of C7H11BO6 at a distorted geometry.

Computed properties:
ΔE to the lowest compared entry with this formula, charge and spin: 4.321 eV
LUMO (alpha / beta): -0.02 / 0.30 eV
E: -20395.52403 eV

```
! RIJCOSX wB97M-V def2-TZVPD def2/J DEFGRID3
* xyz 0 1
H 0.632 1.653 2.664
H 1.401 0.120 2.786
C 0.362 0.566 2.818
H -4.359 -1.723 0.306
C -4.318 -1.106 -0.566
O -3.016 -0.533 -0.782
O 2.633 -0.023 -2.393
H 0.825 -0.764 -2.338
C -0.605 -0.614 -0.613
O -2.056 -1.841 0.825
C 2.749 0.400 0.084
O 1.542 0.213 0.595
H 5.078 0.283 -2.177
C -0.222 -0.808 -1.863
H -5.170 -0.487 -0.434
H -0.851 -1.541 -2.382
O -0.367 0.067 1.660
H -4.483 -1.521 -1.606
H 3.150 -0.204 -3.133
H 3.501 0.719 0.839
C -1.924 -1.117 -0.122
H -0.063 0.111 3.735
O 4.757 0.408 -1.350
B 3.380 0.293 -1.326
C 0.298 -0.074 0.509
*
```


Entry 4:
ORCA calculation (ωB97M-V/def2-TZVPD) on the ion C7H11BrN with charge +1 at a distorted geometry.

Computed properties:
ΔE to the lowest compared entry with this formula, charge and spin: 4.547 eV
LUMO: -4.38 eV
Structure (SMILES): C=C/C=C\C=C(/Br)[NH2+]C
E: -78958.38788 eV

```
! RIJCOSX wB97M-V def2-TZVPD def2/J DEFGRID3
* xyz 1 1
Br 2.845 -0.304 -0.185
C 0.096 2.404 0.219
H 0.911 -2.213 -0.707
H -1.276 -1.591 -1.142
H 0.829 -2.442 0.984
C -0.363 1.775 -1.000
H -1.641 -1.441 0.749
H -0.471 3.421 0.398
C 0.322 0.324 1.393
H -1.301 -3.019 -0.049
H -0.507 0.190 -2.328
C 0.354 1.826 1.421
N 0.452 -1.843 0.233
H -0.445 -0.189 1.927
H 1.186 0.428 -1.812
C 0.898 -0.340 0.318
C 0.102 0.704 -1.660
H -1.416 1.871 -1.027
C -0.992 -1.991 -0.095
H 0.418 2.430 2.365
*
```


Entry 5:
ORCA calculation (ωB97M-V/def2-TZVPD) on the ion C7H11BrN with charge +1 at a distorted geometry.

Computed properties:
ΔE to the lowest compared entry with this formula, charge and spin: 5.929 eV
LUMO (alpha / beta): -3.97 / -4.19 eV
E: -78957.00594 eV

```
! RIJCOSX wB97M-V def2-TZVPD def2/J DEFGRID3
* xyz 1 1
C -0.644 0.106 -1.074
N 0.413 -0.457 -0.238
H -1.471 0.365 2.442
H -0.899 3.453 -0.616
C 0.312 2.462 0.624
H -0.772 -1.166 2.495
H -1.916 1.509 -1.677
H 1.805 -0.238 -1.699
C -0.942 -0.406 1.873
H 1.953 1.046 -0.515
Br 1.259 2.954 2.013
C -1.065 1.365 -1.071
H 0.569 -1.477 -0.389
H -1.196 -0.585 -1.669
H -1.674 -0.651 1.047
C -0.570 2.515 -0.345
C 1.809 -0.088 -0.696
H 2.576 -0.553 -0.225
H 1.351 0.046 1.624
C 0.311 -0.134 1.155
*
```


Entry 6:
ORCA calculation (ωB97M-V/def2-TZVPD) on a cluster of 2 separate species, C7H11BrN2O in total at a distorted geometry.

Computed properties:
ΔE to the lowest compared entry with this formula, charge and spin: 0.957 eV
LUMO: 0.80 eV
Structure (SMILES): Cn1cc(Br)cn1.CC(C)=O
E: -82505.93611 eV

```
! RIJCOSX wB97M-V def2-TZVPD def2/J DEFGRID3
* xyz 0 1
H 2.191 3.276 1.418
H -0.348 -3.535 -2.364
C 1.779 2.880 0.589
N 0.672 2.146 1.053
O -0.188 -0.437 -1.926
C -0.246 -1.538 -1.427
Br -2.684 0.174 0.363
H 2.540 2.280 0.093
H 0.815 -2.983 -0.152
H 1.487 3.651 -0.120
H -1.653 -3.370 -1.284
N 0.592 1.417 2.220
H -0.750 0.195 3.058
C -1.061 -2.773 -2.053
H 1.128 -1.091 0.170
C -1.154 0.999 0.946
C -0.411 1.967 0.324
H -1.737 -2.343 -2.813
C -0.438 0.687 2.137
C 0.456 -1.930 -0.114
H -0.412 -1.964 0.577
H -0.577 2.291 -0.696
*
```


Entry 7:
ORCA calculation (ωB97M-V/def2-TZVPD) on an isolated molecule of C7H11ClN2 at a distorted geometry.

Computed properties:
ΔE to the lowest compared entry with this formula, charge and spin: 4.495 eV
LUMO: 0.88 eV
Structure (SMILES): CC[C@H](C)c1c(Cl)n2n1C2
E: -22934.60616 eV

```
! RIJCOSX wB97M-V def2-TZVPD def2/J DEFGRID3
* xyz 0 1
C 2.211 2.176 0.530
H -0.382 -2.242 -2.119
H -1.466 -0.292 -1.557
H 0.161 -2.321 -0.465
H -0.782 -0.974 1.250
H -2.484 -1.092 -0.393
N 1.213 1.725 -0.373
H 2.642 3.071 0.063
N 2.511 1.050 -0.383
C -0.827 -0.224 0.524
C -0.691 -2.321 -1.074
Cl 2.845 -1.655 0.323
H -1.760 1.347 1.803
H -1.045 1.866 0.232
H -2.512 0.950 0.385
C -1.478 -1.003 -0.694
C 1.965 -0.110 0.209
H 2.091 2.102 1.625
H -1.238 -3.272 -0.885
C 0.624 0.170 0.277
C -1.599 1.050 0.723
*
```


Entry 8:
ORCA calculation (ωB97M-V/def2-TZVPD) on an isolated molecule of C7H11ClO2 at a distorted geometry.

Computed properties:
ΔE to the lowest compared entry with this formula, charge and spin: 0.258 eV
LUMO: 0.61 eV
Structure (SMILES): C[C@]1(O)CCC=C(Cl)[C@@H]1O
E: -24052.90756 eV

```
! RIJCOSX wB97M-V def2-TZVPD def2/J DEFGRID3
* xyz 0 1
O -0.695 -1.297 -1.425
C 0.690 0.376 -0.421
H 0.091 2.073 0.437
H -2.423 0.588 1.940
C 1.883 0.174 -1.344
H 1.104 -1.461 0.498
H -0.283 -0.282 2.834
H 1.536 -0.818 -1.893
H 2.803 0.041 -0.846
Cl -3.244 1.106 -0.663
C -0.611 0.033 -1.091
C -1.865 0.435 -0.056
C 0.874 -0.511 0.890
H 1.882 0.971 -2.061
C -0.541 -0.543 1.754
C -1.690 0.211 1.269
O 0.789 1.789 -0.067
H -0.871 -1.551 1.645
H -0.712 0.615 -2.153
H -0.410 -1.870 -0.686
H 1.690 -0.081 1.439
*
```


The highest E belongs to which entry?
C7H11BO2


Which of these has the lowest E?
C7H11BrN2O